No. 1
{"formula": "C15H68BNO30", "method": "ωB97M-V/def2-TZVPD", "species": ["C", "C", "C", "C", "N", "C", "C", "C", "C", "C", "C", "C", "H", "H", "H", "H", "H", "H", "H", "H", "H", "H", "H", "H", "H", "H", "H", "H", "H", "H", "H", "H", "H", "H", "H", "H", "O", "C", "O", "B", "O", "C", "O", "O", "C", "O", "C", "O", "O", "O", "H", "H", "O", "H", "H", "O", "H", "H", "O", "H", "H", "O", "H", "H", "O", "H", "H", "O", "H", "H", "O", "H", "H", "O", "H", "H", "O", "H", "H", "O", "H", "H", "O", "H", "H", "O", "H", "H", "O", "H", "H", "O", "H", "H", "O", "H", "H", "O", "H", "H", "O", "H", "H", "O", "H", "H", "O", "H", "H", "O", "H", "H", "O", "H", "H"], "coordinates": [[17.23500, 30.19900, 18.84600], [17.74200, 29.63000, 17.51500], [19.10400, 28.98800, 17.46700], [20.29400, 29.86700, 18.02000], [21.58800, 29.28800, 17.78600], [22.70000, 30.09800, 18.37400], [23.01900, 31.16500, 17.49300], [22.61700, 30.70500, 16.04600], [22.01800, 29.30100, 16.41800], [21.70100, 27.83800, 18.33700], [21.29600, 27.57900, 19.80000], [21.31700, 26.10400, 20.37800], [17.64200, 31.03800, 19.07000], [17.29900, 29.46300, 19.56700], [16.17600, 30.40600, 18.63900], [17.77500, 30.37200, 16.84600], [17.08600, 28.98000, 17.09000], [19.10500, 28.78000, 16.54600], [19.02900, 28.01000, 17.96500], [20.15600, 30.06400, 19.00800], [20.10600, 30.78800, 17.56900], [23.57800, 29.52900, 18.60900], [22.53600, 30.44300, 19.47100], [24.06300, 31.42900, 17.61500], [22.17900, 31.92500, 17.61900], [23.42300, 30.70100, 15.23400], [21.80400, 31.35200, 15.65400], [22.83500, 28.56100, 16.07400], [21.21500, 29.08300, 15.57900], [22.76000, 27.54300, 18.16400], [21.18000, 27.22800, 17.69100], [20.34400, 27.85400, 20.15300], [21.91800, 28.12000, 20.28900], [20.66400, 25.56100, 19.43900], [20.74200, 26.06000, 21.36500], [22.32400, 25.55500, 20.21200], [21.99400, 29.17400, 26.24400], [22.21700, 29.39200, 25.07200], [21.78400, 30.36200, 24.48700], [22.74800, 30.63300, 23.42900], [23.68500, 29.50100, 23.49600], [23.24100, 28.75400, 24.35700], [23.57900, 27.57200, 24.44900], [23.51400, 31.88800, 23.55200], [23.22700, 32.63600, 22.52200], [23.76600, 33.78500, 22.37600], [22.38600, 31.95600, 21.70300], [22.15200, 30.72500, 22.01600], [21.52000, 32.45200, 20.88700], [19.85700, 28.15200, 23.38300], [20.16600, 27.29200, 23.65700], [19.23400, 28.25200, 24.10900], [19.97100, 29.99200, 13.04100], [19.73800, 30.35500, 12.14300], [19.27000, 30.37200, 13.54300], [17.52100, 27.26500, 22.43200], [18.39500, 27.83500, 22.58400], [17.89300, 26.83800, 21.69300], [14.92400, 27.35500, 16.30700], [15.60200, 26.83600, 15.89000], [14.14000, 26.76900, 16.14800], [13.28900, 31.12300, 19.26300], [12.29300, 31.22900, 19.00700], [13.61800, 30.66400, 18.49900], [19.57700, 25.99400, 15.19800], [20.02500, 26.67300, 14.76500], [20.40700, 25.46600, 15.46100], [19.36700, 30.50300, 21.47600], [19.96600, 31.20300, 21.25600], [20.02200, 29.82300, 21.68000], [23.63000, 29.06100, 12.94800], [24.48600, 29.25400, 13.42800], [23.26900, 29.71700, 12.54200], [26.52700, 32.99200, 18.52100], [26.68500, 33.07200, 19.45200], [26.52100, 31.97500, 18.55600], [20.81900, 34.30700, 17.52500], [21.68700, 34.28200, 16.99100], [21.03700, 34.76500, 18.34100], [26.41700, 29.81700, 16.77800], [27.24700, 30.02400, 16.58200], [26.50300, 28.88800, 16.98900], [15.54700, 28.76900, 21.46200], [15.22800, 28.45700, 20.46900], [16.06500, 28.04900, 21.72800], [25.10100, 30.65100, 20.60100], [25.68900, 30.79500, 21.23800], [24.81100, 29.76100, 20.78800], [14.39500, 28.16500, 18.79100], [14.56100, 27.81600, 17.88400], [13.94800, 27.38700, 19.23000], [18.35700, 33.39700, 18.51100], [18.21200, 33.55000, 19.45300], [19.36700, 33.48300, 18.41200], [21.95900, 24.85600, 16.33500], [22.15100, 24.73100, 17.15900], [22.52000, 24.97900, 15.54000], [16.90600, 32.91000, 16.41700], [16.26700, 33.59800, 16.42500], [17.38500, 33.02200, 17.10200], [25.25600, 25.32000, 20.85000], [24.46800, 24.66300, 21.10200], [26.12400, 25.05100, 21.08700], [21.42400, 27.50400, 13.13700], [20.79400, 28.25200, 13.04400], [22.27700, 27.89600, 13.25500], [18.52300, 32.17200, 14.40100], [18.61800, 33.12400, 13.81000], [17.94400, 32.48000, 15.18400], [24.88700, 26.43100, 18.17600], [25.81800, 26.74100, 18.07800], [24.84000, 26.59600, 19.07400], [17.76100, 26.56100, 19.85200], [17.35000, 27.38500, 19.46600], [17.93400, 25.84100, 19.32600]], "forces_ev_per_a": [[-3.52, -4.50, -4.13], [1.61, 0.54, 3.76], [0.21, 0.61, 7.47], [-3.26, -1.97, -2.39], [2.31, -1.74, 1.50], [0.12, -0.67, 5.14], [-1.72, 3.11, -2.76], [-0.02, -0.40, 0.19], [0.37, -0.78, -7.09], [0.94, -0.02, 0.89], [-1.94, -3.42, -1.99], [-0.82, -1.24, -4.45], [3.01, 5.24, 1.80], [0.08, -1.10, 2.03], [0.08, -0.03, 0.53], [0.05, 3.28, -2.65], [-2.07, -2.25, -0.87], [1.49, -1.65, -7.43], [0.39, 0.27, 0.25], [-0.21, 0.10, 3.13], [0.70, 1.80, -1.22], [0.35, -1.30, -0.77], [-0.81, -0.32, -1.89], [-0.20, 0.84, 0.01], [1.99, 0.10, 0.59], [-1.02, -0.42, 1.44], [0.56, -0.31, 0.22], [-1.25, 0.64, 1.70], [0.96, 0.15, 2.31], [-0.57, 0.47, 0.32], [-1.56, -1.13, -1.63], [-1.58, 1.02, -0.58], [4.18, 3.60, 3.89], [1.23, 0.88, 2.99], [1.27, -0.26, -1.50], [-1.51, 1.04, 1.15], [-0.51, -0.91, 0.02], [-0.30, -3.06, 7.97], [-2.19, 6.16, -4.73], [0.71, 0.09, -1.24], [1.87, 4.28, -4.40], [1.48, -8.65, 1.07], [-0.40, 1.23, 0.54], [-0.74, -0.78, 0.70], [7.11, 7.75, 3.08], [-2.52, -4.26, -0.10], [-9.63, -0.36, -7.33], [1.62, -1.18, 2.38], [3.68, -0.37, 1.71], [0.20, 0.06, 0.42], [0.79, -0.80, -0.31], [-0.36, 0.95, 0.27], [0.39, 0.13, -2.39], [0.61, -0.72, 1.17], [-0.97, 0.76, 1.28], [2.60, 2.15, 1.97], [-2.80, -1.14, 0.03], [-0.08, -1.54, -1.95], [-1.71, -0.99, -0.50], [0.99, -0.16, -0.23], [0.70, 0.95, 0.20], [-3.28, 0.80, -0.43], [2.73, -0.20, 0.91], [0.52, -0.58, -0.43], [0.94, -2.74, 1.80], [0.88, 2.22, -1.69], [-2.01, 0.60, -0.03], [-0.19, -1.03, -0.06], [0.45, 1.25, -0.34], [-0.37, -0.20, 0.34], [5.09, -6.84, 5.04], [-1.77, 0.20, -1.22], [-3.00, 6.85, -3.77], [0.04, -3.06, -0.22], [0.09, 1.05, 1.04], [-0.24, 1.93, -0.86], [1.95, -0.18, -1.42], [-2.05, 0.06, 1.41], [0.31, 0.16, 0.14], [-5.24, -1.51, 1.29], [5.60, 1.95, -1.46], [-0.42, -0.36, 0.16], [-2.91, 0.52, -4.83], [1.07, 1.57, 3.69], [1.58, -1.65, 1.08], [-3.66, -0.85, -4.22], [3.95, 1.30, 4.28], [-0.35, -0.47, 0.07], [-0.83, -1.78, 0.24], [0.31, 0.45, 0.61], [0.57, 1.38, -0.49], [2.44, 0.28, 0.48], [-0.19, -0.15, -0.08], [-2.10, -0.17, -0.14], [-3.30, 1.42, -9.06], [3.20, -1.10, 6.94], [0.32, -0.36, 2.04], [-4.91, -2.10, -7.99], [-0.86, 0.81, -0.14], [5.50, 1.25, 8.09], [-4.11, -0.75, -0.13], [3.45, 1.93, -0.50], [0.65, -1.08, 0.71], [-1.72, -0.36, 0.13], [0.51, -0.38, 0.05], [0.88, 0.55, -0.01], [-0.16, 4.45, -1.64], [-0.40, -4.24, 2.66], [0.61, -0.42, -1.27], [1.68, 0.56, -2.90], [-0.85, -0.61, -0.60], [-0.82, -0.07, 3.50], [-0.76, 3.72, 2.24], [0.61, -1.87, 0.02], [0.19, -1.95, -2.59]], "mulliken_charge": [-0.93, -1.16, 0.19, -1.12, 1.55, 0.70, 0.08, -0.65, -0.22, -0.67, -1.42, -1.14, 0.46, 0.35, -0.05, 0.50, 0.44, 0.36, 0.10, 0.18, 0.88, 0.29, -1.31, 0.48, -0.43, 0.13, 0.35, 0.48, -0.33, 0.23, 1.25, 0.21, 1.28, 0.21, 0.26, 0.06, -0.64, 0.60, -0.50, 0.82, -0.43, 0.64, -0.72, -0.56, -0.18, -0.67, 1.05, 0.50, -0.72, -0.68, 0.29, 0.27, -0.58, 0.25, 0.26, -0.85, 0.59, 0.36, -0.66, 0.30, 0.30, -0.59, 0.30, 0.27, -0.62, 0.29, 0.34, -0.72, 0.32, 0.06, -0.63, 0.31, 0.25, -0.60, 0.33, 0.25, -0.69, 0.29, 0.31, -0.48, 0.24, 0.26, -0.60, 0.26, 0.40, -0.50, 0.27, 0.19, -0.61, 0.36, 0.29, -0.68, 0.30, 0.26, -0.61, 0.22, 0.32, -0.57, 0.32, 0.31, -0.57, 0.32, 0.25, -0.62, 0.35, 0.35, -0.65, 0.29, 0.38, -0.55, 0.27, 0.24, -0.58, 0.25, 0.20], "e_above_lowest_kcal_mol": 31.3, "lumo_ev": -0.752, "gap_ev": 8.534, "homo_ev": -9.29}

***

No. 2
{"formula": "C15H6F3N6O6", "method": "ωB97M-V/def2-TZVPD", "species": ["F", "C", "F", "F", "C", "C", "C", "C", "C", "C", "N", "C", "C", "H", "H", "H", "H", "H", "O", "N", "C", "C", "N", "O", "C", "N", "O", "O", "C", "C", "N", "O", "O", "N", "C", "H"], "coordinates": [[-0.34043, -2.15642, 2.70998], [0.68592, -1.24923, 2.79094], [0.22890, -0.16022, 3.48498], [1.69175, -1.82701, 3.53448], [1.17638, -0.87330, 1.44902], [1.73017, 0.37898, 1.24114], [2.18440, 0.72278, -0.00850], [2.11909, -0.18900, -1.08932], [2.60271, 0.15035, -2.34867], [2.64311, -0.76786, -3.35052], [2.69432, -1.62048, -4.21738], [1.56189, -1.46726, -0.82686], [1.10011, -1.79958, 0.42690], [1.80490, 1.06816, 2.06466], [2.62106, 1.70378, -0.18804], [2.98639, 1.13740, -2.55672], [1.50870, -2.18620, -1.63765], [0.68234, -2.77177, 0.62092], [8.66590, -3.03915, -4.51150], [8.19895, -1.93765, -4.46121], [7.49531, -1.31724, -3.42718], [7.20590, -0.05591, -3.90379], [7.67420, 0.14030, -5.18233], [8.29859, -1.03354, -5.52435], [6.46832, 0.86249, -3.09601], [6.08361, 2.15838, -3.57739], [6.59496, 2.60129, -4.62194], [5.23177, 2.80623, -2.91414], [6.04698, 0.46580, -1.81387], [6.36002, -0.81264, -1.40715], [6.00660, -1.49912, -0.24283], [5.34113, -1.08953, 0.68553], [6.53277, -2.79481, -0.28064], [7.21988, -2.95767, -1.48407], [7.08490, -1.75481, -2.16341], [5.48206, 1.15357, -1.20758]], "forces_ev_per_a": [[0.68, 0.53, 0.65], [0.12, 0.08, -0.39], [0.23, -0.98, 0.06], [-1.01, 0.25, 0.15], [-0.39, -0.09, 0.71], [0.13, 0.12, -0.36], [0.07, 0.17, -0.01], [-0.32, -0.27, 0.89], [0.71, 1.09, 0.03], [0.40, -4.45, -4.78], [-0.18, 3.47, 3.49], [-0.02, -0.15, 0.06], [0.26, 0.18, -0.65], [-0.02, 0.20, 0.12], [-0.07, -0.11, 0.06], [-0.05, 0.19, 0.03], [-0.01, 0.05, 0.06], [-0.11, -0.21, -0.04], [0.44, -0.44, -0.55], [-1.33, 0.90, 2.03], [1.90, -1.30, -2.83], [0.61, 1.66, -3.17], [-0.80, -0.22, 2.36], [-0.27, -0.63, 1.11], [-0.79, -0.20, 1.95], [-0.95, 2.32, -0.40], [-0.61, -1.09, 1.65], [1.60, -1.36, -0.97], [-0.28, 1.82, -2.18], [0.23, -3.13, 1.68], [-0.36, 1.93, -0.80], [0.62, -0.91, -0.27], [-0.02, 1.47, -0.94], [-0.25, 2.44, -1.64], [-0.06, -3.36, 2.78], [-0.13, 0.02, 0.10]], "nbo_charge": [-0.34, 0.99, -0.34, -0.35, -0.27, -0.17, -0.28, 0.11, -0.61, 0.28, -0.51, -0.30, -0.15, 0.21, 0.20, 0.23, 0.22, 0.21, -0.35, 0.43, 0.00, 0.11, -0.08, -0.14, 0.00, 0.50, -0.36, -0.40, -0.11, 0.02, 0.43, -0.33, -0.13, -0.09, 0.10, 0.29], "total_charge": -1, "lumo_ev": 0.152, "gap_ev": 3.587, "homo_ev": -3.44}

***

No. 3
{"formula": "C15H6F6N6NiO4S3Se", "method": "ωB97M-V/def2-TZVPD", "species": ["Ni", "S", "N", "C", "C", "C", "C", "C", "N", "C", "C", "N", "C", "C", "C", "C", "C", "N", "H", "H", "H", "H", "H", "H", "Se", "C", "N", "F", "C", "F", "F", "S", "O", "O", "N", "S", "O", "O", "C", "F", "F", "F"], "coordinates": [[-0.04793, -0.77283, -1.30741], [-2.60466, 3.07614, 4.45879], [-2.09384, 3.58492, 3.01375], [-1.79076, 2.50545, 2.31460], [-1.29941, 2.49924, 0.94897], [-1.12887, 3.63752, 0.16296], [-0.70375, 3.49092, -1.13759], [-0.43795, 2.21386, -1.62750], [-0.57259, 1.12999, -0.87789], [-1.00814, 1.26038, 0.38676], [-1.22435, 0.01138, 1.12382], [-0.94971, -1.12083, 0.45686], [-1.23084, -2.28610, 1.02227], [-1.76037, -2.37769, 2.30809], [-2.00919, -1.22382, 3.01544], [-1.74856, 0.00608, 2.41220], [-2.01154, 1.29552, 3.02297], [-2.47865, 1.48051, 4.24513], [-1.34774, 4.61208, 0.57751], [-0.57834, 4.34535, -1.78602], [-0.12257, 2.05421, -2.64860], [-1.03355, -3.16684, 0.42659], [-1.96886, -3.35092, 2.72665], [-2.41811, -1.25118, 4.01644], [-1.83665, -1.39650, -2.79796], [-3.01168, -0.47144, -1.70913], [-3.69650, 0.15559, -1.02125], [2.17504, -2.21591, 2.01052], [2.59578, -2.52406, 0.78386], [1.60811, -3.17475, 0.14858], [3.64870, -3.32458, 0.87144], [3.02072, -0.97894, -0.13061], [1.73447, -0.30764, -0.29306], [3.98030, -0.32590, 0.68732], [3.62518, -1.46780, -1.48452], [2.75174, -1.73493, -2.77184], [1.32932, -1.92600, -2.49322], [3.37809, -2.67449, -3.63105], [2.81501, -0.12018, -3.68834], [2.54177, -0.32892, -4.96883], [4.01225, 0.43766, -3.57852], [1.89863, 0.72544, -3.18819]], "forces_ev_per_a": [[0.36, -0.23, -0.39], [-0.04, -0.05, -0.10], [0.04, -0.01, 0.08], [-0.02, 0.12, -0.06], [0.01, -0.12, 0.00], [-0.01, 0.04, -0.02], [0.01, -0.04, -0.06], [-0.07, -0.06, 0.12], [0.03, 0.36, 0.15], [0.00, -0.10, -0.06], [-0.01, 0.10, -0.10], [-0.04, -0.15, 0.36], [0.00, 0.10, 0.02], [0.02, -0.04, -0.10], [-0.01, 0.00, 0.02], [0.02, 0.02, -0.08], [-0.07, -0.09, 0.08], [0.06, 0.07, 0.04], [-0.01, 0.00, 0.02], [0.00, 0.01, 0.00], [0.04, 0.02, -0.03], [0.03, -0.02, 0.02], [-0.01, -0.01, 0.02], [0.00, 0.01, 0.01], [-0.26, 0.10, 0.15], [0.05, -0.04, -0.32], [0.01, -0.06, 0.09], [-0.02, 0.02, -0.10], [0.02, -0.16, -0.02], [0.11, 0.03, 0.07], [-0.11, 0.09, -0.01], [0.04, 0.14, 0.11], [-0.15, 0.08, 0.25], [0.07, -0.01, -0.06], [-0.12, -0.14, -0.17], [0.12, -0.02, 0.07], [-0.08, 0.13, -0.08], [0.02, -0.02, 0.03], [0.05, -0.05, -0.05], [-0.04, 0.02, 0.09], [-0.09, -0.04, -0.02], [0.05, 0.00, 0.04]], "mulliken_spin": [1.71, 0.00, 0.00, 0.00, 0.01, 0.00, 0.00, -0.01, 0.05, 0.02, 0.02, 0.05, -0.01, 0.00, 0.00, 0.01, 0.00, 0.00, 0.00, 0.00, 0.00, 0.00, 0.00, 0.00, 0.11, 0.00, 0.01, 0.00, 0.00, 0.00, 0.00, 0.01, 0.02, 0.00, 0.00, 0.00, 0.01, 0.00, 0.00, 0.00, 0.00, 0.00], "spin_multiplicity": 3, "lumo_ev": [-1.300, -1.286], "gap_ev": [7.357, 7.324], "homo_ev": [-8.66, -8.61]}